(1)
ORCA calculation (ωB97M-V with the def2-TZVPD basis set) on C15H18F4O18P2 as an isolated structure in a non-equilibrium geometry.

```
57
C15H18F4O18P2 | the Open Molecules 2025 dataset | ωB97M-V with the def2-TZVPD basis set
C 0.34551 1.53298 2.34380
C -0.50156 1.00074 1.69516
C -1.23515 0.07752 0.72148
O -1.43170 -1.23972 1.25806
P -2.90449 -1.53719 1.83083
O -2.76763 -2.57874 2.85556
O -3.89489 -2.10263 0.68031
O -3.63441 -0.24215 2.46210
P -4.74264 0.56307 1.43332
O -4.64693 2.16224 1.81066
O -6.25292 0.10969 1.84022
H 0.99079 1.86152 3.12640
H -0.64900 -0.04731 -0.19395
H -2.15308 0.59641 0.42329
H -3.34301 -2.68939 0.14064
H -3.77283 2.42742 1.49247
H -6.55100 -0.39834 1.07529
C -3.52376 -0.76225 6.24817
C -2.13944 -1.14021 5.80420
O -1.46048 -1.35272 7.03070
C -2.40961 -1.77083 7.92039
O -2.17391 -2.28938 8.95659
O -3.66364 -1.51807 7.45419
F -1.53054 -0.11312 5.15152
H -3.61263 0.30229 6.47468
H -4.28422 -1.03318 5.51921
H -2.09381 -2.04086 5.19011
C 2.79318 -1.59092 -1.63745
C 3.72519 -0.84963 -0.71815
O 3.50193 0.50503 -1.07295
C 2.22029 0.57679 -1.51733
O 1.61247 1.58995 -1.64640
O 1.71766 -0.65177 -1.78715
F 5.02057 -1.16151 -0.96649
H 3.23765 -1.78898 -2.60697
H 2.44236 -2.52302 -1.21529
H 3.51645 -0.98517 0.34521
C 1.83487 -3.81557 -6.53247
C 3.15068 -4.30264 -5.98549
O 3.20629 -3.67602 -4.71392
C 1.91499 -3.50953 -4.30992
O 1.59233 -3.26147 -3.19654
O 1.05336 -3.66855 -5.34244
F 4.19126 -3.87106 -6.73519
H 1.92638 -2.84857 -7.02951
H 1.37544 -4.52328 -7.21834
H 3.21674 -5.38513 -5.86116
C 1.89463 4.89389 -2.45000
C 2.82404 5.63873 -1.53104
O 2.60221 6.99051 -1.89242
C 1.31399 7.06339 -2.34475
O 0.70903 8.06984 -2.48127
O 0.81972 5.82603 -2.60872
F 4.12185 5.32632 -1.77420
H 2.34553 4.69223 -3.42327
H 1.54399 3.95709 -2.02329
H 2.61192 5.50520 -0.46844
```

Output
* lowest unoccupied orbital energy: 0.0 eV
* calculated total energy: -82151.48536 eV
* max |F|: 0.07092 Eh/bohr

=====

(2)
ORCA calculation (ωB97M-V with the def2-TZVPD basis set) on a 2-piece molecular cluster, C13H17O6S overall in a non-equilibrium geometry.

```
37
C13H17O6S | the Open Molecules 2025 dataset | ωB97M-V with the def2-TZVPD basis set
O 0.87572 -2.67854 -2.79728
S 0.18580 -2.76071 -1.40155
O -1.33125 -2.44179 -1.66365
C 0.21402 -4.51337 -0.65970
C -0.43099 -4.35337 0.87063
C 0.25753 -3.12784 1.73554
C 0.10864 -1.64149 0.98274
C 0.50563 -0.41279 1.98837
C 1.33453 0.82175 1.30305
C 0.65479 1.45979 -0.04538
C 1.67237 2.09754 -1.17123
C 1.02420 2.70617 -2.57295
C -0.60576 2.70604 -2.86568
C -1.59054 2.07938 -1.71362
C -0.96007 1.46964 -0.32867
O 0.91321 -1.73940 -0.24411
H 1.33913 -4.81809 -0.55220
H -0.42418 -5.28335 -1.30248
H -1.58244 -4.10588 0.68921
H -0.28863 -5.38473 1.40864
H 1.40214 -3.37395 1.96285
H -0.33990 -3.06480 2.75131
H -1.05925 -1.53457 0.76784
H -0.44208 0.04151 2.51589
H 1.19612 -0.82919 2.86830
H 1.34856 1.69974 2.11208
H 2.48349 0.58735 1.10114
H 2.83655 2.15728 -1.06262
H 1.77573 3.13442 -3.39066
H -1.02245 3.13064 -3.89398
H -2.75827 2.06428 -1.92997
H -1.64510 0.98092 0.51556
C -1.05863 5.29990 1.02366
O -0.20610 4.48993 1.46087
O -1.78110 4.74728 0.05967
O -1.31711 6.48269 1.33995
H -1.28429 3.90765 0.13844
```

Output
* lowest unoccupied orbital energy: 1.9 eV
* charge: -1
* calculated total energy: -36866.58060 eV
* max |F|: 0.14155 Eh/bohr